Here is the molecule C19H26FN3O2 from the OMol25 dataset. Energies are from wB97M-V/def2-TZVPD.

Geometry (Å):
O (2.041, -1.152, -2.936)
C (0.861, -0.912, -3.105)
N (-0.058, -1.190, -2.155)
C (0.303, -1.861, -0.918)
C (-0.956, -2.354, -0.205)
C (-1.765, -1.189, 0.375)
N (-0.931, -0.382, 1.243)
C (-1.063, -0.570, 2.595)
O (-2.028, -1.148, 3.056)
N (-0.057, -0.033, 3.368)
C (0.012, 0.043, 4.756)
C (-1.017, -0.363, 5.602)
C (-0.874, -0.245, 6.972)
C (0.281, 0.273, 7.533)
C (1.291, 0.671, 6.679)
F (2.431, 1.182, 7.195)
C (1.182, 0.567, 5.307)
C (0.190, 0.188, 0.528)
C (1.101, -0.920, -0.001)
C (0.341, -0.316, -4.415)
C (-1.035, 0.352, -4.366)
C (-1.017, 1.609, -3.500)
C (0.019, 2.595, -4.031)
C (1.397, 1.942, -4.077)
C (1.375, 0.686, -4.943)
H (-1.036, -1.043, -2.334)
H (0.950, -2.709, -1.180)
H (-0.660, -3.011, 0.614)
H (-1.577, -2.931, -0.893)
H (-2.160, -0.547, -0.421)
H (-2.599, -1.565, 0.969)
H (0.763, 0.318, 2.899)
H (-1.918, -0.771, 5.177)
H (-1.680, -0.564, 7.615)
H (0.404, 0.370, 8.599)
H (2.000, 0.893, 4.683)
H (-0.220, 0.753, -0.318)
H (0.744, 0.899, 1.141)
H (1.503, -1.499, 0.832)
H (1.932, -0.500, -0.566)
H (0.297, -1.165, -5.111)
H (-1.808, -0.344, -4.029)
H (-1.300, 0.639, -5.387)
H (-0.764, 1.351, -2.469)
H (-2.007, 2.071, -3.498)
H (0.047, 3.484, -3.397)
H (-0.265, 2.912, -5.037)
H (1.709, 1.671, -3.066)
H (2.129, 2.647, -4.474)
H (2.359, 0.215, -4.933)
H (1.129, 0.953, -5.973)

Forces on atoms 1 to 6 (eV/Å):
O 0.4 -0.1 0.0
C -0.4 0.1 -0.3
N -0.3 -0.1 0.3
C 0.4 -0.3 0.2
C 0.0 0.3 -0.1
C -0.2 -0.4 0.1

Calculated values
energy above the lowest of the compared OMol25 structures with the same formula, charge and spin: 3.0 kcal per mole
orbital gap: 0.3313 Ha

Mulliken atomic charge list, values in e, 4 entries: O -0.68; C -0.10; N 0.07; C -0.41